No. 1
ORCA calculation (ωB97M-V/def2-TZVPD) on a cluster of 11 separate species, H22O11 in total.

Summary:
HOMO level ... -9.9 eV

Geometry (Å):
O (-25.89518, -2.33642, 6.14691)
H (-25.19315, -1.88150, 6.66993)
H (-26.20140, -1.66582, 5.52970)
O (-24.39039, 1.82736, 5.60757)
H (-24.17348, 1.41078, 4.76601)
H (-23.62872, 2.38729, 5.80292)
O (-30.53251, 2.46943, 8.53077)
H (-30.15240, 2.99068, 7.80699)
H (-31.38115, 2.88014, 8.72357)
O (-28.93735, 4.00989, 6.58966)
H (-28.96996, 4.91804, 6.91246)
H (-28.16624, 3.98379, 6.01326)
O (-25.98015, 1.22880, 10.23830)
H (-26.88094, 0.97475, 10.47369)
H (-25.99530, 1.24491, 9.27197)
O (-25.51316, 3.65071, 8.11863)
H (-24.82840, 3.45584, 8.76822)
H (-25.38499, 2.99637, 7.41886)
O (-27.16287, -0.49669, 3.98052)
H (-26.75025, 0.35898, 3.80342)
H (-27.07638, -0.98904, 3.15514)
O (-28.94819, 0.20682, 9.08035)
H (-28.65910, 0.16428, 8.15828)
H (-29.51089, 0.99829, 9.11835)
O (-26.73574, 1.30692, 7.42451)
H (-27.58205, 1.77031, 7.46731)
H (-26.84919, 0.66019, 6.72335)
O (-28.90269, -0.12350, 6.09753)
H (-29.74578, -0.12026, 5.63424)
H (-28.24031, -0.23583, 5.38796)
O (-23.82199, -0.86269, 6.95442)
H (-24.08915, -0.00198, 7.30833)
H (-23.02496, -1.09589, 7.44494)

=====

No. 2
ORCA calculation (ωB97M-V/def2-TZVPD) on a cluster of 11 separate species, H22O11 in total.

Summary:
HOMO level ... -10.5 eV

Geometry (Å):
O (-12.08706, -7.99595, -32.31311)
H (-12.19023, -8.25377, -31.39708)
H (-12.97989, -7.83829, -32.62007)
O (-13.83504, -10.17403, -37.35663)
H (-13.70465, -9.24078, -37.18844)
H (-14.71067, -10.35902, -37.01709)
O (-14.48918, -10.38256, -31.46860)
H (-14.65208, -9.86111, -30.68260)
H (-15.34747, -10.46461, -31.88432)
O (-14.64144, -7.51687, -33.35648)
H (-14.89987, -6.93820, -34.07382)
H (-14.94482, -7.06983, -32.56632)
O (-16.69429, -9.75373, -37.37843)
H (-17.35467, -9.10547, -37.62314)
H (-17.16750, -10.38595, -36.83750)
O (-16.97386, -11.19554, -32.54885)
H (-16.73624, -10.62896, -33.28286)
H (-17.92363, -11.10400, -32.47271)
O (-17.95533, -8.06182, -34.49700)
H (-17.24153, -7.61537, -34.95240)
H (-17.93819, -7.69998, -33.61099)
O (-14.97867, -12.99815, -34.93998)
H (-15.78378, -13.50922, -35.02275)
H (-15.26127, -12.16432, -34.56437)
O (-18.50712, -10.82320, -35.28921)
H (-18.43257, -9.92016, -34.98067)
H (-19.05227, -11.25687, -34.63272)
O (-15.70568, -7.02896, -35.79399)
H (-14.84717, -7.27267, -36.14010)
H (-16.07090, -6.43790, -36.45240)
O (-15.39180, -9.93162, -34.38634)
H (-15.73554, -9.57097, -35.20366)
H (-15.30881, -9.17477, -33.80623)

=====

No. 3
ORCA calculation (ωB97M-V/def2-TZVPD) on a cluster of 11 separate species, H22O11 in total.

Summary:
Spin multiplicity ... 2
HOMO level (alpha / beta) ... -13.2 / -13.2 eV
Net charge ... +1
<S²> ... 0.76

Geometry (Å):
O (-2.86070, -0.77948, -0.14399)
H (-2.40569, -1.57534, 0.16111)
H (-2.22681, -0.24760, -0.63619)
O (-0.72719, -2.42795, 2.48778)
H (-1.12765, -1.56792, 2.66845)
H (-0.50194, -2.68418, 3.39485)
O (-0.59376, 0.99078, -1.54948)
H (-0.21047, 1.82448, -1.89967)
H (0.14661, 0.61422, -1.04646)
O (-4.59001, 0.53329, 1.20467)
H (-3.77970, 0.00025, 1.27537)
H (-5.12499, 0.10099, 0.51599)
O (1.90790, 3.02245, -3.46100)
H (2.46004, 2.23111, -3.46250)
H (2.29993, 3.76058, -2.98884)
O (1.97092, -2.47958, -0.29449)
H (2.54473, -3.24054, -0.17335)
H (1.30448, -2.45021, 0.39937)
O (3.86038, -0.42819, -0.77397)
H (3.05266, -0.89968, -0.50945)
H (4.47193, -0.75413, -0.10299)
O (-1.46018, -4.00846, -0.96700)
H (-2.14752, -4.54365, -0.55582)
H (-1.46502, -3.08330, -0.73104)
O (4.75079, 2.37335, -1.03727)
H (5.25161, 1.55303, -0.95928)
H (3.84981, 2.05859, -0.88662)
O (-1.46319, 2.40993, 0.55825)
H (-1.63672, 3.31959, 0.26637)
H (-2.15167, 1.93632, 0.06275)
O (-0.84365, 1.25348, 3.13755)
H (-1.05097, 1.63010, 2.26924)
H (-1.50397, 1.55764, 3.77768)

=====

Record order is preserved below.
Largest force on an atom: 0.0178; 0.0201; 0.0219 hartree/bohr
Record order is preserved below.
Energy: -840.82515; -840.82099; -840.39380 Eh